(1)
This record from the OMol25 dataset describes C59H54N5O3PRbSTe as an isolated structure in a non-equilibrium geometry. The level of theory is ωB97M-V/def2-TZVPD.

```
125
Properties=species:S:1:pos:R:3
Rb 1.39 0.82 -0.39
C 5.83 -0.86 5.23
C 6.17 -0.07 4.14
C 5.43 -0.12 2.97
C 4.33 -1.00 2.83
C 3.98 -1.79 3.95
C 4.73 -1.71 5.12
P 3.36 -0.98 1.28
C 2.42 -2.55 1.31
C 1.11 -2.53 1.76
C 0.33 -3.67 1.81
C 0.85 -4.91 1.39
C 2.16 -4.94 0.92
C 2.95 -3.80 0.85
C 4.63 -1.08 -0.08
C 5.68 -1.95 0.19
C 6.75 -2.21 -0.72
C 6.82 -1.54 -1.90
C 5.81 -0.59 -2.26
C 5.95 0.07 -3.52
C 5.08 1.01 -3.95
C 3.96 1.34 -3.09
C 3.86 0.67 -1.91
C 4.67 -0.28 -1.38
H 6.42 -0.82 6.15
H 7.02 0.61 4.17
H 5.72 0.47 2.10
H 3.12 -2.45 3.86
H 4.43 -2.31 5.97
H 0.62 -1.49 1.88
H -0.69 -3.57 2.17
H 0.26 -5.82 1.40
H 2.60 -5.86 0.55
H 3.97 -3.83 0.47
H 5.64 -2.47 1.14
H 7.53 -2.92 -0.45
H 7.60 -1.67 -2.65
H 6.82 -0.26 -4.08
H 5.21 1.50 -4.91
H 3.24 2.08 -3.41
S 1.39 6.63 5.43
N 0.13 5.91 4.70
C 0.67 5.05 3.84
C -0.10 4.16 2.95
C -1.45 4.16 2.95
C -2.15 3.29 2.07
C -1.36 2.55 1.34
N 0.03 2.47 1.27
C 0.62 3.29 2.06
C 2.16 3.28 2.06
N 2.76 2.48 1.27
C 4.21 2.48 1.25
C 4.92 3.28 2.07
C 4.23 4.17 2.96
C 2.87 4.16 2.95
C 2.11 5.04 3.84
N 2.65 5.90 4.70
H -1.98 4.82 3.63
H -3.23 3.27 2.05
H -1.88 1.85 0.70
H 4.65 1.80 0.56
H 6.01 3.27 2.05
H 4.76 4.83 3.63
O 1.45 -1.36 -1.94
H 1.71 -2.10 -1.35
H 2.23 -1.16 -2.50
O 1.40 2.99 -1.93
H 0.91 3.09 -2.76
H 1.85 3.84 -1.76
H -0.12 -0.80 1.32
C -7.17 0.37 3.78
C -6.09 0.39 2.75
C -5.07 -0.55 2.73
C -4.06 -0.55 1.78
C -2.98 -1.60 1.83
C -4.10 0.46 0.84
Te -2.47 0.53 -0.71
N -0.88 0.83 -2.04
C -0.79 0.70 -3.34
O 0.36 0.45 -3.88
C -1.93 0.90 -4.35
C -3.12 1.50 -3.98
C -4.15 1.66 -4.90
C -3.99 1.23 -6.21
C -2.79 0.63 -6.59
C -1.77 0.48 -5.68
C -3.00 -1.38 -1.66
C -4.25 -1.55 -2.25
C -5.32 -0.49 -2.33
C -4.54 -2.79 -2.82
C -3.64 -3.84 -2.84
C -3.97 -5.17 -3.46
C -2.40 -3.64 -2.23
C -2.05 -2.43 -1.64
C -0.75 -2.30 -1.00
C -5.06 1.45 0.81
C -5.14 2.60 -0.18
C -6.06 1.39 1.77
H -7.02 -0.49 4.46
H -8.18 0.28 3.32
H -7.21 1.31 4.37
H -5.03 -1.34 3.47
H -3.17 -2.23 2.72
H -1.95 -1.19 1.89
H -2.95 -2.24 0.93
H -3.21 1.90 -2.98
H -5.08 2.13 -4.60
H -4.80 1.35 -6.92
H -2.68 0.28 -7.60
H -0.82 0.04 -5.93
H -5.02 0.47 -1.90
H -6.24 -0.82 -1.79
H -5.64 -0.31 -3.38
H -5.52 -2.90 -3.29
H -5.00 -5.16 -3.88
H -3.90 -6.00 -2.72
H -3.26 -5.44 -4.28
H -1.64 -4.42 -2.22
H -0.18 -3.24 -1.14
H -0.77 -1.93 0.04
H -0.36 -1.40 -1.55
H -4.33 2.61 -0.92
H -5.16 3.59 0.34
H -6.10 2.58 -0.73
H -6.82 2.16 1.76
```

Results
gap between HOMO and LUMO (alpha / beta)	0.1320 / 0.1101	Eh
energy relative to the best compared isomer or geometry (same formula, charge and spin)	34.4	kcal/mol
energy	-103717.024	eV
highest occupied orbital energy (alpha / beta)	-0.46 / 0.13	eV
total charge	-2
expectation value of S²	0.77
E_LUMO (alpha / beta)	3.13 / 3.12	eV
molecular weight	1157.22	g/mol
multiplicity	2

(2)
This record from the OMol25 dataset describes one molecule with the formula C59H61N3O2 in a non-equilibrium geometry. The level of theory is ωB97M-V/def2-TZVPD.

```
125
Properties=species:S:1:pos:R:3
C 6.69 1.30 -0.15
O 6.21 -0.07 -0.06
C 4.92 -0.31 -0.43
C 4.05 0.71 -0.88
C 2.72 0.40 -1.09
C 2.21 -0.89 -0.83
C 0.78 -1.11 -1.03
N 0.34 -2.24 -1.72
C 1.10 -3.22 -2.45
C 0.86 -4.59 -2.22
C -0.29 -5.12 -1.36
C 0.24 -5.58 -0.01
C -1.09 -6.21 -2.07
C 1.76 -5.53 -2.74
C 2.81 -5.13 -3.56
C 2.93 -3.80 -3.94
C 2.04 -2.84 -3.44
C 2.05 -1.45 -4.07
C 1.33 -1.44 -5.43
C 3.47 -0.89 -4.19
N -0.99 -2.28 -1.74
N -1.41 -1.12 -1.20
C -2.84 -0.89 -1.28
C -3.69 -1.68 -0.49
C -3.10 -2.64 0.54
C -4.02 -3.78 0.97
C -2.64 -1.84 1.73
C -5.08 -1.55 -0.61
C -5.62 -0.74 -1.61
C -4.77 -0.09 -2.50
C -3.38 -0.21 -2.40
C -2.54 0.32 -3.56
C -2.62 1.84 -3.64
C -3.00 -0.30 -4.89
C -0.32 -0.40 -0.69
C -0.47 0.85 0.13
C 3.12 -1.92 -0.49
C 4.46 -1.64 -0.29
H 7.70 1.24 0.26
H 6.71 1.63 -1.20
H 6.07 1.98 0.45
H 4.40 1.73 -1.03
H 2.04 1.15 -1.50
H -0.98 -4.28 -1.21
H 0.79 -4.76 0.49
H -0.59 -5.89 0.64
H 0.93 -6.42 -0.14
H -1.48 -5.83 -3.02
H -0.47 -7.10 -2.28
H -1.93 -6.51 -1.44
H 1.63 -6.58 -2.48
H 3.52 -5.87 -3.94
H 3.69 -3.49 -4.65
H 1.49 -0.79 -3.40
H 0.31 -1.82 -5.33
H 1.28 -0.42 -5.83
H 1.86 -2.07 -6.16
H 4.02 -1.05 -3.26
H 4.02 -1.37 -5.01
H 3.42 0.19 -4.38
H -2.22 -3.09 0.06
H -4.40 -4.32 0.09
H -3.45 -4.49 1.59
H -4.86 -3.41 1.56
H -2.03 -1.01 1.37
H -3.50 -1.41 2.27
H -2.05 -2.44 2.43
H -5.73 -2.11 0.06
H -6.70 -0.65 -1.72
H -5.19 0.48 -3.34
H -1.50 0.03 -3.39
H -2.29 2.30 -2.70
H -1.99 2.22 -4.45
H -3.65 2.16 -3.84
H -2.96 -1.40 -4.83
H -4.03 0.00 -5.12
H -2.35 0.02 -5.71
H -1.49 0.87 0.55
H -0.46 1.72 -0.56
H 2.76 -2.95 -0.41
H 5.16 -2.41 0.02
C 0.95 8.77 0.41
C 0.93 7.60 -0.36
C 0.71 6.36 0.24
C 0.55 6.23 1.64
C 0.31 4.91 2.24
C 0.52 3.73 1.53
C 0.21 2.45 2.03
C 0.55 1.18 1.21
C 0.93 0.05 2.17
C 0.00 -0.71 2.87
C 0.40 -1.88 3.55
C 1.76 -2.18 3.66
C 2.70 -1.29 3.13
C 2.29 -0.16 2.42
C -0.37 2.39 3.31
C -0.72 3.51 4.06
C -1.56 3.38 5.26
C -2.31 2.19 5.48
C -3.09 2.02 6.62
C -3.21 3.06 7.56
C -2.51 4.25 7.35
C -1.69 4.40 6.23
C -0.20 4.82 3.63
O -0.16 5.79 4.42
C 0.59 7.43 2.39
C 0.77 8.67 1.80
H 1.12 9.74 -0.06
H 1.08 7.64 -1.44
H 0.65 5.47 -0.40
H 0.98 3.77 0.54
H 1.46 1.44 0.66
H -1.05 -0.40 2.88
H -0.36 -2.52 4.00
H 2.09 -3.09 4.18
H 3.77 -1.47 3.26
H 3.03 0.54 2.01
H -0.57 1.42 3.75
H -2.29 1.40 4.73
H -3.62 1.08 6.77
H -3.83 2.93 8.44
H -2.60 5.08 8.05
H -1.14 5.32 6.08
H 0.47 7.38 3.47
H 0.77 9.56 2.42
```

Results
gap between HOMO and LUMO	0.1453	Eh
energy	-70736.157	eV
highest occupied orbital energy	-5.24	eV
total charge	0
E_LUMO	-1.28	eV
molecular weight	844.16	g/mol

(3)
This record from the OMol25 dataset describes a 15-piece molecular cluster, C59H63Cl8N11 overall in a non-equilibrium geometry. The level of theory is ωB97M-V/def2-TZVPD.

```
141
Properties=species:S:1:pos:R:3
N 0.11 -1.43 1.24
C -0.92 -1.48 0.38
C -1.22 -0.39 -0.41
C -0.48 0.80 -0.23
C 0.58 0.85 0.67
C 0.87 -0.31 1.40
H -1.45 -2.40 0.16
H -1.94 -0.40 -1.22
H -0.69 1.67 -0.84
H 1.15 1.76 0.67
H 1.63 -0.40 2.16
N -4.73 -1.06 -0.68
C -5.04 -2.24 -1.32
C -4.99 -3.52 -0.74
C -4.58 -3.66 0.60
C -4.25 -2.49 1.25
C -4.32 -1.23 0.60
H -5.29 -2.10 -2.36
H -5.15 -4.40 -1.33
H -4.36 -4.60 1.08
H -3.97 -2.55 2.29
H -4.13 -0.29 1.10
N -5.02 3.69 -1.33
C -3.92 2.96 -0.94
C -3.67 2.59 0.42
C -4.60 2.84 1.38
C -5.85 3.42 0.98
C -5.97 3.86 -0.34
H -3.23 2.83 -1.76
H -2.68 2.27 0.72
H -4.40 2.64 2.42
H -6.61 3.52 1.74
H -6.85 4.44 -0.58
N 4.10 -0.47 1.09
C 4.92 0.05 2.03
C 6.17 -0.41 2.29
C 6.64 -1.50 1.55
C 5.84 -2.07 0.55
C 4.53 -1.55 0.34
H 4.68 0.93 2.59
H 6.84 0.15 2.92
H 7.69 -1.72 1.71
H 6.25 -2.76 -0.17
H 3.88 -1.84 -0.47
N 3.01 4.13 -0.04
C 3.66 3.00 -0.01
C 5.03 2.85 -0.43
C 5.62 3.94 -1.11
C 4.89 5.16 -1.22
C 3.60 5.18 -0.65
H 3.14 2.16 0.41
H 5.57 1.91 -0.46
H 6.62 3.92 -1.53
H 5.31 6.01 -1.72
H 3.03 6.09 -0.70
N -1.15 -5.05 1.45
C -1.78 -6.23 1.25
C -1.76 -7.28 2.12
C -1.07 -7.14 3.32
C -0.44 -5.91 3.55
C -0.51 -4.90 2.60
H -2.45 -6.26 0.40
H -2.30 -8.17 1.82
H -0.97 -8.01 3.95
H 0.12 -5.84 4.47
H -0.02 -3.96 2.82
N -2.55 -0.99 -5.19
C -2.97 -0.73 -3.90
C -3.43 0.54 -3.58
C -3.50 1.55 -4.54
C -3.01 1.33 -5.85
C -2.45 0.04 -6.07
H -3.09 -1.56 -3.22
H -3.98 0.61 -2.65
H -3.87 2.53 -4.29
H -2.99 2.15 -6.55
H -2.14 -0.30 -7.04
N 4.26 3.44 6.08
C 4.43 4.54 5.28
C 3.89 4.60 3.98
C 3.09 3.49 3.50
C 2.98 2.36 4.28
C 3.60 2.38 5.53
H 5.00 5.39 5.63
H 4.06 5.49 3.40
H 2.63 3.60 2.53
H 2.44 1.51 3.88
H 3.46 1.47 6.09
N -1.36 6.48 -0.69
C -2.29 6.88 -1.62
C -2.52 6.22 -2.85
C -1.77 5.08 -3.11
C -0.82 4.69 -2.15
C -0.62 5.41 -1.03
H -2.89 7.74 -1.37
H -3.26 6.45 -3.60
H -1.96 4.54 -4.03
H -0.08 3.93 -2.32
H 0.22 5.33 -0.36
N -1.42 -6.40 -3.83
C -1.41 -5.41 -2.90
C -0.72 -4.23 -3.16
C -0.31 -3.85 -4.43
C -0.29 -4.92 -5.38
C -0.85 -6.17 -5.08
H -2.14 -5.48 -2.11
H -0.94 -3.45 -2.45
H 0.02 -2.85 -4.65
H 0.15 -4.76 -6.36
H -0.79 -6.93 -5.85
N 1.13 1.94 -3.50
C 0.23 0.98 -3.71
C 0.47 -0.37 -3.35
C 1.67 -0.59 -2.63
C 2.60 0.39 -2.41
C 2.28 1.65 -2.88
H -0.68 1.31 -4.19
H -0.29 -1.10 -3.56
H 1.89 -1.58 -2.26
H 3.55 0.16 -1.96
H 2.91 2.52 -2.76
C 3.44 -2.65 4.20
Cl 2.53 -4.16 4.35
Cl 2.63 -1.37 5.11
H 4.49 -2.68 4.52
H 3.43 -2.34 3.16
C -1.88 -1.25 4.32
Cl -0.44 -0.19 4.52
Cl -2.24 -2.04 5.84
H -2.76 -0.67 4.04
H -1.58 -1.98 3.57
C 1.50 -4.79 -0.29
Cl 2.56 -5.19 1.13
Cl 2.37 -4.86 -1.83
H 0.58 -5.38 -0.31
H 1.16 -3.76 -0.10
C -0.71 3.39 4.36
Cl -0.29 3.28 2.60
Cl -2.32 2.74 4.58
H 0.02 2.78 4.89
H -0.77 4.44 4.65
```

Results
gap between HOMO and LUMO (alpha / beta)	0.2887 / 0.1213	Eh
energy	-178762.808	eV
highest occupied orbital energy (alpha / beta)	-11.19 / -11.19	eV
total charge	+1
expectation value of S²	0.77
E_LUMO (alpha / beta)	-3.33 / -7.89	eV
molecular weight	1209.85	g/mol
multiplicity	2

Question: What is the formula in the second record?
Answer: C59H61N3O2

Question: Which of these has the highest energy?
Answer: C59H61N3O2

Question: The highest molecular weight belongs to which entry?
Answer: C59H63Cl8N11